# 1
Here is 2 unconnected molecules or ions with the total composition CH5NS2 in a non-equilibrium geometry from OMol25. Energies are from ωB97M-V/def2-TZVPD.

* ΔE to the lowest compared entry with this formula, charge and spin: 1.656 eV
* SMILES string: C=N.SS

Last column: Löwdin charge in e.
Positions of all 9 atoms, in Å:
S1 1.04119 3.63142 4.29678  0.2413
S2 0.03733 3.14236 2.53528  0.2020
H1 0.01342 4.05007 4.91760  -0.2632
H2 1.09452 2.49304 1.93984  -0.1802
C1 -0.36056 -3.02567 -2.44974  -0.0836
N1 -1.16768 -2.18326 -3.05807  0.0186
H3 -0.44690 -3.26029 -1.44423  0.0348
H4 0.56156 -3.09134 -2.85670  0.0132
H5 -0.77288 -1.75631 -3.88076  0.0169


# 2
Here is C24H26N2O6 in the gas phase in a non-equilibrium geometry from OMol25. Energies are from ωB97M-V/def2-TZVPD.

* ΔE to the lowest compared entry with this formula, charge and spin: 1.518 eV
* SMILES string: CCCCCOc1c(OC)ccc2cc(C(=O)NCc3ccc4c(c3)OCO4)c(=O)[nH]c12

Last column: Löwdin charge in e.
Positions of all 58 atoms, in Å:
C1 4.72128 4.09245 1.88521  -0.1151
C2 4.18798 2.86751 1.15282  -0.2723
C3 3.16798 3.25005 0.08093  -0.2170
C4 2.53618 2.03390 -0.59509  -0.1712
C5 3.48269 1.33965 -1.57766  -0.1734
H1 3.56289 1.90610 -2.50801  0.1350
H2 4.47961 1.22958 -1.14410  0.1069
O1 2.98449 0.06696 -1.97656  -0.0380
C6 2.90044 -0.88104 -0.98213  -0.1478
C7 3.99853 -1.35212 -0.25372  -0.1855
C8 3.80051 -2.33462 0.72745  -0.0103
C9 2.55163 -2.84399 0.98526  -0.0133
C10 1.43729 -2.39688 0.26826  -0.1434
C11 1.63083 -1.41661 -0.72240  -0.1029
N1 0.55404 -0.96918 -1.43011  0.1994
C12 -0.74653 -1.37506 -1.27238  -0.3829
O2 -1.60932 -0.89034 -1.99767  0.0416
C13 -0.95119 -2.36212 -0.21780  -0.0172
C14 0.10607 -2.83688 0.49300  0.0752
H3 -0.09091 -3.56691 1.26647  0.1331
C15 -2.31620 -2.85968 0.16079  -0.4479
O3 -2.47441 -3.59520 1.12116  0.0476
N2 -3.30720 -2.44424 -0.64361  0.0897
H4 -3.06836 -1.77836 -1.37442  0.0940
C16 -4.70161 -2.68981 -0.36291  -0.1212
C17 -5.43269 -1.40469 -0.05772  -0.2017
C18 -6.11863 -1.24567 1.13490  -0.0374
C19 -6.79696 -0.06828 1.44600  0.0103
C20 -6.74819 0.94265 0.51945  -0.2066
C21 -6.05278 0.79386 -0.68182  -0.1931
C22 -5.39364 -0.36678 -0.99651  0.0570
H5 -4.86264 -0.46331 -1.92898  0.1288
O4 -6.16412 1.94591 -1.41618  0.0363
C23 -6.93859 2.82891 -0.63557  -0.1634
O5 -7.31296 2.19164 0.56640  0.0321
H6 -7.84184 3.12049 -1.19521  0.1387
H7 -6.34896 3.73190 -0.40557  0.1388
H8 -7.33238 0.04923 2.37283  0.1169
H9 -6.13007 -2.05545 1.84771  0.1119
H10 -5.15952 -3.17748 -1.23259  0.1302
H11 -4.74332 -3.37011 0.49060  0.1180
H12 0.74024 -0.27519 -2.14819  0.1681
H13 2.41896 -3.59443 1.74855  0.1198
H14 4.64163 -2.70065 1.29312  0.1037
O6 5.20954 -0.81067 -0.55061  -0.0815
C24 6.35142 -1.26374 0.13849  -0.0706
H15 7.18638 -0.71100 -0.28973  0.0974
H16 6.28587 -1.04851 1.20954  0.0991
H17 6.51389 -2.33467 -0.01262  0.0988
H18 2.24203 1.31352 0.17443  0.1155
H19 1.63168 2.33545 -1.12826  0.1166
H20 2.37537 3.83689 0.55049  0.1140
H21 3.64473 3.88107 -0.67225  0.1171
H22 3.71381 2.19509 1.87214  0.1120
H23 5.02277 2.33109 0.69834  0.0993
H24 5.44417 3.80041 2.64318  0.0674
H25 3.91014 4.62756 2.37387  0.0713
H26 5.20795 4.77183 1.18899  0.0719


# 3
Here is 3 unconnected molecules or ions with the total composition C2H11NO2 in a non-equilibrium geometry from OMol25. Energies are from ωB97M-V/def2-TZVPD.

* ΔE to the lowest compared entry with this formula, charge and spin: 1.095 eV
* SMILES string: CNC.O.O

Last column: Löwdin charge in e.
Positions of all 16 atoms, in Å:
C1 1.32289 1.15500 0.04189  -0.1544
N1 1.24586 -0.12640 -0.57295  -0.1919
C2 1.08668 -1.41011 0.03046  -0.1559
H1 1.95291 1.80746 -0.55843  0.0735
H2 1.68089 1.06254 1.06656  0.0767
H3 0.33950 1.62754 0.16325  0.0599
H4 0.78656 -0.11540 -1.46985  0.0876
H5 0.06564 -1.69858 0.33943  0.0658
H6 1.44059 -2.17305 -0.59720  0.0550
H7 1.66970 -1.47845 0.95009  0.0771
H8 -2.38996 0.13869 -0.86433  0.0164
H9 -2.20305 0.83583 -2.20608  0.0385
O1 -1.80065 0.17808 -1.62810  -0.0599
H10 -0.99487 0.12420 1.48133  0.0214
H11 -2.24170 -0.06529 2.35703  0.0373
O2 -1.96100 0.13796 1.46690  -0.0471


# 4
Here is C4H7NO3 in the gas phase in a non-equilibrium geometry from OMol25. Energies are from ωB97M-V/def2-TZVPD.

* ΔE to the lowest compared entry with this formula, charge and spin: 2.787 eV
* SMILES string: C=C(C(N)=O)C(O)O

Last column: Löwdin charge in e.
Positions of all 15 atoms, in Å:
C1 -1.05507 -1.81455 0.99359  0.0936
C2 -0.70270 -0.60252 0.57511  -0.1211
C3 -1.53706 0.49810 0.04243  -0.5136
C4 0.92993 -0.23811 0.22838  -0.3278
N1 -1.72985 1.51187 0.95204  0.1996
O1 -2.04577 0.49011 -1.07672  0.0675
O2 1.28099 0.92495 1.07684  -0.0505
O3 1.16743 0.11558 -1.08704  0.0208
H1 -0.26656 -2.50989 1.44075  0.1030
H2 -1.98579 -1.99616 1.26364  0.0165
H3 1.42271 -1.13884 0.65372  0.1440
H4 -1.00976 1.44851 1.58337  0.0541
H5 -1.92240 2.38287 0.57961  0.0863
H6 2.17085 1.11610 0.72496  0.0976
H7 0.87227 1.05332 -1.17728  0.1301


# 5
Here is 9 unconnected molecules or ions with the total composition C24H42O24 in a non-equilibrium geometry from OMol25. Energies are from ωB97M-V/def2-TZVPD.

* ΔE to the lowest compared entry with this formula, charge and spin: 2.319 eV
* SMILES string: O=C1OCCO1.O=C1OCCO1.O=C1OCCO1.O=C1OCCO1.O=C1OCCO1.O=C1OCCO1.OCCO.OCCO.OCCO

Last column: Löwdin charge in e.
Positions of all 90 atoms, in Å:
C1 0.33191 -10.62959 -17.82791  -0.0723
C2 -1.05963 -11.20819 -17.43451  -0.0859
O1 -1.56241 -10.12249 -16.65032  0.0398
C3 -1.08964 -9.03597 -17.20769  -0.6166
O2 -1.55037 -7.93111 -16.97790  0.1210
O3 -0.00199 -9.23106 -17.97458  0.0645
H1 0.65234 -10.99200 -18.83340  0.1464
H2 1.09029 -10.72232 -17.05491  0.1299
H3 -1.04964 -12.07329 -16.82780  0.0937
H4 -1.66236 -11.22254 -18.36966  0.1509
C4 -5.00129 -9.95709 -16.92675  -0.1241
C5 -5.85462 -9.02969 -17.67837  -0.1446
O4 -5.88035 -9.65124 -18.92107  0.0857
C6 -5.55708 -10.96895 -18.81436  -0.5291
O5 -5.43725 -11.81212 -19.64840  0.1628
O6 -5.20918 -11.21348 -17.53392  0.0246
H5 -5.19270 -10.00619 -15.87257  0.1372
H6 -3.91163 -9.67348 -17.02800  0.1391
H7 -5.50618 -8.02097 -17.78045  0.1366
H8 -6.85140 -8.93888 -17.20189  0.1458
C7 -8.17702 -16.85383 -19.88138  -0.1123
C8 -7.76484 -15.49247 -19.47519  -0.1240
O7 -6.42985 -15.70874 -19.08696  0.0488
C9 -5.95226 -16.86589 -19.56700  -0.5787
O8 -4.82152 -17.25287 -19.46489  0.1313
O9 -6.96834 -17.57089 -20.05644  0.0898
H9 -8.72400 -16.90764 -20.81440  0.1392
H10 -8.70224 -17.26610 -19.01025  0.1253
H11 -8.24416 -15.18856 -18.53695  0.1247
H12 -7.81889 -14.80617 -20.25907  0.1190
C10 -4.55390 -14.06438 -17.13511  -0.0668
C11 -5.94475 -13.97373 -16.38436  -0.1062
O10 -5.58149 -14.17984 -15.05795  0.0509
C12 -4.33257 -13.67616 -14.90992  -0.5224
O11 -3.82702 -13.48647 -13.87486  0.1822
O12 -3.76335 -13.38074 -16.12606  0.0390
H13 -4.62961 -13.41082 -17.97510  0.0857
H14 -4.29211 -15.12538 -17.38385  0.1420
H15 -6.75069 -14.65354 -16.63215  0.0973
H16 -6.32941 -12.92878 -16.53816  0.1429
C13 -0.31779 -12.28449 -13.76164  -0.1067
C14 -1.27291 -11.33852 -13.14671  -0.0953
O13 -2.00417 -12.20948 -12.26952  0.0307
C15 -1.48595 -13.48157 -12.28202  -0.5757
O14 -1.99655 -14.41324 -11.70689  0.1372
O15 -0.38122 -13.49311 -13.00028  0.0726
H17 0.74815 -12.01165 -13.79276  0.1504
H18 -0.57061 -12.61516 -14.73257  0.0908
H19 -1.96958 -10.98604 -13.78840  0.0854
H20 -0.89023 -10.44248 -12.61441  0.1492
C16 -5.97076 -13.87340 -11.71305  -0.0268
C17 -5.83242 -12.34703 -12.08097  -0.1220
O16 -6.71898 -12.26779 -13.15327  0.0296
C18 -7.60055 -13.29920 -13.20900  -0.6354
O17 -8.51830 -13.28525 -13.91675  0.1845
O18 -7.32905 -14.14972 -12.22208  0.0384
H21 -6.03361 -14.16577 -10.64606  0.1403
H22 -5.33715 -14.50090 -12.31970  0.1068
H23 -4.81763 -12.01237 -12.26518  0.1035
H24 -6.20408 -11.57370 -11.32371  0.1482
C19 -8.83391 -15.98752 -15.59958  -0.1749
C20 -8.25228 -16.53366 -14.28005  -0.2141
O19 -8.09470 -17.92010 -14.51127  -0.0781
O20 -8.15977 -16.58507 -16.74546  -0.1160
H25 -8.70774 -14.92052 -15.68158  0.0858
H26 -9.89483 -16.25176 -15.79982  0.1305
H27 -8.93910 -16.38223 -13.44033  0.1261
H28 -7.27899 -16.07259 -14.10705  0.1072
H29 -7.31965 -18.30538 -14.06344  0.1084
H30 -8.01933 -17.52744 -16.62359  0.0834
C21 -3.10855 -14.67993 -21.20934  -0.2639
C22 -4.08673 -14.72765 -22.32408  -0.2705
O21 -5.23463 -15.49003 -22.04682  -0.0483
O22 -2.54440 -15.91075 -20.81528  -0.0456
H31 -3.62760 -14.15087 -20.39701  0.1147
H32 -2.27533 -13.95499 -21.55628  0.1517
H33 -3.69002 -15.07863 -23.27581  0.1210
H34 -4.35606 -13.67455 -22.54062  0.1317
H35 -4.91002 -16.39873 -22.14652  0.0981
H36 -3.17752 -16.41731 -20.33222  0.0298
C23 -1.15014 -15.21399 -17.57378  -0.1904
C24 0.07006 -15.64773 -16.77900  -0.2021
O23 0.57596 -14.74081 -15.77542  -0.0647
O24 -0.86322 -14.16119 -18.54579  -0.0612
H37 -1.86490 -14.75578 -16.94745  0.0756
H38 -1.59616 -16.11421 -17.98976  0.1219
H39 0.87700 -15.77642 -17.42365  0.0958
H40 -0.11104 -16.64468 -16.32115  0.1325
H41 0.26840 -14.93121 -14.89418  0.0592
H42 -1.08036 -14.52602 -19.39219  0.0378


# 6
Here is 2 unconnected molecules or ions with the total composition C5H7N3 in a non-equilibrium geometry from OMol25. Energies are from ωB97M-V/def2-TZVPD.

* ΔE to the lowest compared entry with this formula, charge and spin: 1.230 eV
* spin multiplicity: 3

Last column: Löwdin charge in e.
Positions of all 15 atoms, in Å:
C1 1.61128 -0.71576 1.64448  -0.0684
C2 1.73368 -1.82649 0.84290  -0.1285
C3 1.43142 0.34260 0.74720  -0.1877
C4 -1.85548 -0.35640 -1.16127  -0.3120
C5 -2.04775 1.06476 -1.17638  -0.0744
N1 1.62974 -1.39645 -0.42835  -0.0597
N2 -1.70659 -1.48897 -1.14689  0.1323
N3 1.44555 -0.08553 -0.50115  0.0310
H1 1.64721 -0.67173 2.71317  0.0930
H2 1.88840 -2.85728 1.08664  0.1067
H3 1.30260 1.38574 0.95770  0.0870
H4 -2.89087 1.32683 -0.53746  0.0857
H5 -1.14086 1.54159 -0.80570  0.0712
H6 -2.24461 1.39278 -2.19618  0.0861
H7 1.64660 -1.94564 -1.27153  0.1377


- Which of these has the lowest ΔE to the lowest compared entry with this formula, charge and spin?
  C2H11NO2